# 1
The following is a quantum chemistry calculation of C22H22BrCl4GeIrN5O2Se as an isolated structure, from the Open Molecules 2025 dataset.

Output
**Net charge**: +2
**Spin multiplicity**: 6
**Max |F|**: 0.5 eV/Å
**DFT total energy**: -10272.8221 a.u.
**HOMO-LUMO gap (alpha / beta)**: 0.272 / 0.227 hartree
**E_LUMO (alpha / beta)**: -6.007 / -8.153 eV
**Energy relative to the best compared isomer or geometry (same formula, charge and spin)**: 0.0 kJ/mol

Cartesian coordinates (Å):
1 Ir -0.4184 -0.4023 -0.0751
2 C -1.6704 2.4159 3.2580
3 C -2.1179 3.5341 2.5754
4 C -1.9465 3.5981 1.2020
5 C -1.3394 2.5359 0.5489
6 N -0.9408 1.4364 1.2122
7 C -1.0992 1.3851 2.5355
8 C -1.0208 2.5547 -0.9003
9 C -1.2567 3.6496 -1.7195
10 C -0.8498 3.5998 -3.0439
11 C -0.2063 2.4660 -3.5135
12 C -0.0132 1.4059 -2.6471
13 N -0.4246 1.4465 -1.3738
14 H -1.7693 2.3296 4.3291
15 H -2.5878 4.3511 3.1034
16 H -2.2773 4.4670 0.6563
17 H -0.7683 0.4817 3.0319
18 H -1.7399 4.5342 -1.3354
19 H -1.0274 4.4435 -3.6967
20 H 0.1377 2.3941 -4.5342
21 H 0.4675 0.4897 -2.9569
22 C 3.8307 0.5683 -0.3614
23 N 3.8525 -0.8071 0.1179
24 C 4.8080 -1.7380 -0.1952
25 C 4.4949 -2.8726 0.4759
26 N 3.3551 -2.6180 1.1942
27 C 2.6855 -3.5882 2.0490
28 C 2.9599 -1.3551 0.9612
29 Se 1.5180 -0.4322 1.7317
30 H 4.6861 0.7050 -1.0173
31 H 3.9006 1.2491 0.4844
32 H 2.9062 0.7350 -0.9107
33 H 5.6336 -1.5089 -0.8433
34 H 4.9946 -3.8223 0.5224
35 H 3.4179 -4.3263 2.3646
36 H 1.8826 -4.0685 1.4905
37 H 2.2949 -3.0716 2.9239
38 Cl 0.8633 -3.5845 -3.5505
39 C 1.8908 -3.2550 -2.1374
40 C 1.1296 -2.2872 -1.2681
41 O 1.1519 -1.0560 -1.5599
42 O 0.4547 -2.6928 -0.2965
43 H 2.8237 -2.8191 -2.4888
44 H 2.0660 -4.1922 -1.6142
45 Cl -1.0493 -2.0625 4.7346
46 Ge -0.9190 -2.7458 2.7221
47 Cl -1.7223 -4.6973 2.5047
48 Cl -2.2904 -1.4180 1.5504
49 Br -4.0028 -0.2313 -4.8029
50 C -3.2850 -1.3388 -3.4685
51 C -3.5750 -2.6946 -3.4158
52 C -3.0166 -3.4342 -2.3882
53 C -2.1808 -2.8148 -1.4754
54 N -1.8863 -1.5116 -1.5414
55 C -2.4517 -0.7877 -2.5111
56 H -4.2241 -3.1500 -4.1503
57 H -3.2205 -4.4899 -2.2907
58 H -1.7270 -3.3770 -0.6735
59 H -2.2521 0.2720 -2.5255

# 2
The following is a quantum chemistry calculation of C14H42BCaF5O7 as an isolated structure, from the Open Molecules 2025 dataset.

Output
**Spin multiplicity**: 1
**Max |F|**: 3.8 eV/Å
**DFT total energy**: -2287.0312 a.u.
**HOMO-LUMO gap**: 0.219 hartree
**E_LUMO**: -3.264 eV
**Energy relative to the best compared isomer or geometry (same formula, charge and spin)**: 823.1 kJ/mol

Cartesian coordinates (Å):
1 Ca -2.8535 -0.1727 2.0925
2 B 0.3602 -0.6549 -0.1193
3 F -0.9334 -0.6798 -0.5501
4 F 1.0314 -1.5514 -0.8977
5 F 0.9039 0.6213 -0.3103
6 F 0.4773 -0.8780 1.2552
7 F -5.1285 1.3470 0.1843
8 C 4.6909 2.5724 3.1220
9 C 4.3375 3.9318 2.5555
10 O 3.0292 3.9451 2.0853
11 H 5.6749 2.2840 3.4919
12 H 4.4994 1.8385 2.3392
13 H 3.9843 2.2863 3.9010
14 H 4.9625 4.2029 1.7046
15 H 4.5351 4.7016 3.3014
16 H 2.9863 3.5095 1.2308
17 C -6.3742 -2.5688 -3.4511
18 C -6.8492 -1.4316 -4.2459
19 O -7.8821 -0.6534 -3.6716
20 H -5.6891 -3.1916 -4.0263
21 H -7.2689 -3.1576 -3.2489
22 H -5.9183 -2.2503 -2.5136
23 H -7.1005 -1.7060 -5.2704
24 H -5.9781 -0.8080 -4.4468
25 H -8.5419 -0.8679 -4.3351
26 C 2.0206 -6.9622 2.2937
27 C 0.6914 -7.2204 1.8064
28 O 0.1740 -5.9636 1.7309
29 H 2.0685 -6.3408 3.1880
30 H 2.5282 -6.3964 1.5125
31 H 2.5682 -7.8640 2.5677
32 H 0.1756 -7.7849 2.5832
33 H 0.6606 -7.8844 0.9425
34 H 0.8026 -5.2935 1.4526
35 C -1.0633 -2.3942 7.9355
36 C -1.5293 -3.1084 6.6271
37 O -2.1555 -2.1138 5.7161
38 H -0.6665 -3.0347 8.7232
39 H -1.9000 -1.8579 8.3831
40 H -0.4356 -1.5250 7.7389
41 H -2.2747 -3.8746 6.8403
42 H -0.7029 -3.5543 6.0738
43 H -2.9057 -1.8904 6.2719
44 C -2.3618 5.4456 3.8462
45 C -1.8585 4.1747 4.5204
46 O -1.3119 3.1692 3.6063
47 H -3.0512 5.3672 3.0055
48 H -1.4358 5.9440 3.5595
49 H -2.8350 6.1630 4.5166
50 H -2.7535 3.8612 5.0579
51 H -1.0439 4.3754 5.2162
52 H -0.5304 3.6175 3.2750
53 C 2.5802 4.7364 -4.1355
54 C 2.3117 5.9075 -5.0230
55 O 2.8826 5.6241 -6.2496
56 H 2.3454 4.9365 -3.0900
57 H 3.5857 4.3155 -4.1321
58 H 2.0383 3.8629 -4.4981
59 H 2.8466 6.7728 -4.6315
60 H 1.2329 6.0635 -5.0287
61 H 3.7852 5.3314 -6.1041
62 C 2.4099 -1.2628 -6.5477
63 C 2.5673 -2.2146 -7.8192
64 O 3.8857 -2.2410 -8.2290
65 H 1.3900 -0.9048 -6.4071
66 H 2.9586 -0.3312 -6.6866
67 H 2.9387 -1.6455 -5.6748
68 H 1.9615 -1.9613 -8.6892
69 H 2.3763 -3.2019 -7.3987
70 H 4.0740 -1.5103 -8.8226

# 3
The following is a quantum chemistry calculation of a single C5H4F4N2 molecule, from the Open Molecules 2025 dataset.

Output
**Spin multiplicity**: 1
**Max |F|**: 4.5 eV/Å
**DFT total energy**: -701.7680 a.u.
**HOMO-LUMO gap (alpha / beta)**: 0.271 / 0.277 hartree
**E_LUMO (alpha / beta)**: -1.134 / -0.997 eV
**Energy relative to the best compared isomer or geometry (same formula, charge and spin)**: 303.0 kJ/mol

Cartesian coordinates (Å):
1 C -1.3843 -0.9467 -0.3885
2 C -1.9465 -0.3349 0.8506
3 C 0.1471 -0.4876 -0.0893
4 C 1.1811 -0.2388 -1.0006
5 C 1.9298 0.9647 -0.6713
6 N 0.2348 0.1047 1.1074
7 N -0.9206 0.2022 1.6174
8 F -1.9821 -2.2513 -0.5913
9 F 2.5441 1.5822 -1.6901
10 F 1.1763 1.9723 -0.1741
11 F 3.0013 0.8103 0.2051
12 H -1.6674 -0.3740 -1.1890
13 H -2.7884 -0.7231 1.3906
14 H 1.4650 -0.7157 -1.9872
15 H -0.9902 0.4359 2.6103

The highest spin multiplicity belongs to which entry? C22H22BrCl4GeIrN5O2Se

Copy entry 3 word for word.
The following is a quantum chemistry calculation of a single C5H4F4N2 molecule, from the Open Molecules 2025 dataset.

Output
**Spin multiplicity**: 1
**Max |F|**: 4.5 eV/Å
**DFT total energy**: -701.7680 a.u.
**HOMO-LUMO gap (alpha / beta)**: 0.271 / 0.277 hartree
**E_LUMO (alpha / beta)**: -1.134 / -0.997 eV
**Energy relative to the best compared isomer or geometry (same formula, charge and spin)**: 303.0 kJ/mol

Cartesian coordinates (Å):
1 C -1.3843 -0.9467 -0.3885
2 C -1.9465 -0.3349 0.8506
3 C 0.1471 -0.4876 -0.0893
4 C 1.1811 -0.2388 -1.0006
5 C 1.9298 0.9647 -0.6713
6 N 0.2348 0.1047 1.1074
7 N -0.9206 0.2022 1.6174
8 F -1.9821 -2.2513 -0.5913
9 F 2.5441 1.5822 -1.6901
10 F 1.1763 1.9723 -0.1741
11 F 3.0013 0.8103 0.2051
12 H -1.6674 -0.3740 -1.1890
13 H -2.7884 -0.7231 1.3906
14 H 1.4650 -0.7157 -1.9872
15 H -0.9902 0.4359 2.6103

Which value of max |F| does entry 1 give? 0.5 eV/Å

Copy entry 1 word for word.
The following is a quantum chemistry calculation of C22H22BrCl4GeIrN5O2Se as an isolated structure, from the Open Molecules 2025 dataset.

Output
**Net charge**: +2
**Spin multiplicity**: 6
**Max |F|**: 0.5 eV/Å
**DFT total energy**: -10272.8221 a.u.
**HOMO-LUMO gap (alpha / beta)**: 0.272 / 0.227 hartree
**E_LUMO (alpha / beta)**: -6.007 / -8.153 eV
**Energy relative to the best compared isomer or geometry (same formula, charge and spin)**: 0.0 kJ/mol

Cartesian coordinates (Å):
1 Ir -0.4184 -0.4023 -0.0751
2 C -1.6704 2.4159 3.2580
3 C -2.1179 3.5341 2.5754
4 C -1.9465 3.5981 1.2020
5 C -1.3394 2.5359 0.5489
6 N -0.9408 1.4364 1.2122
7 C -1.0992 1.3851 2.5355
8 C -1.0208 2.5547 -0.9003
9 C -1.2567 3.6496 -1.7195
10 C -0.8498 3.5998 -3.0439
11 C -0.2063 2.4660 -3.5135
12 C -0.0132 1.4059 -2.6471
13 N -0.4246 1.4465 -1.3738
14 H -1.7693 2.3296 4.3291
15 H -2.5878 4.3511 3.1034
16 H -2.2773 4.4670 0.6563
17 H -0.7683 0.4817 3.0319
18 H -1.7399 4.5342 -1.3354
19 H -1.0274 4.4435 -3.6967
20 H 0.1377 2.3941 -4.5342
21 H 0.4675 0.4897 -2.9569
22 C 3.8307 0.5683 -0.3614
23 N 3.8525 -0.8071 0.1179
24 C 4.8080 -1.7380 -0.1952
25 C 4.4949 -2.8726 0.4759
26 N 3.3551 -2.6180 1.1942
27 C 2.6855 -3.5882 2.0490
28 C 2.9599 -1.3551 0.9612
29 Se 1.5180 -0.4322 1.7317
30 H 4.6861 0.7050 -1.0173
31 H 3.9006 1.2491 0.4844
32 H 2.9062 0.7350 -0.9107
33 H 5.6336 -1.5089 -0.8433
34 H 4.9946 -3.8223 0.5224
35 H 3.4179 -4.3263 2.3646
36 H 1.8826 -4.0685 1.4905
37 H 2.2949 -3.0716 2.9239
38 Cl 0.8633 -3.5845 -3.5505
39 C 1.8908 -3.2550 -2.1374
40 C 1.1296 -2.2872 -1.2681
41 O 1.1519 -1.0560 -1.5599
42 O 0.4547 -2.6928 -0.2965
43 H 2.8237 -2.8191 -2.4888
44 H 2.0660 -4.1922 -1.6142
45 Cl -1.0493 -2.0625 4.7346
46 Ge -0.9190 -2.7458 2.7221
47 Cl -1.7223 -4.6973 2.5047
48 Cl -2.2904 -1.4180 1.5504
49 Br -4.0028 -0.2313 -4.8029
50 C -3.2850 -1.3388 -3.4685
51 C -3.5750 -2.6946 -3.4158
52 C -3.0166 -3.4342 -2.3882
53 C -2.1808 -2.8148 -1.4754
54 N -1.8863 -1.5116 -1.5414
55 C -2.4517 -0.7877 -2.5111
56 H -4.2241 -3.1500 -4.1503
57 H -3.2205 -4.4899 -2.2907
58 H -1.7270 -3.3770 -0.6735
59 H -2.2521 0.2720 -2.5255